(1)
{"formula": "C34H55BrN3OP2Ti", "method": "the ωB97M-V functional and the def2-TZVPD basis", "symbols": ["C", "C", "C", "C", "C", "H", "H", "H", "N", "P", "P", "C", "H", "H", "C", "O", "C", "H", "C", "C", "C", "C", "C", "H", "H", "H", "C", "H", "H", "H", "C", "H", "H", "H", "C", "H", "H", "H", "C", "H", "H", "H", "C", "H", "H", "H", "C", "H", "H", "H", "C", "H", "H", "H", "C", "H", "H", "H", "C", "H", "H", "H", "C", "H", "H", "H", "C", "H", "H", "H", "Ti", "N", "C", "C", "C", "C", "C", "H", "H", "H", "H", "H", "H", "H", "H", "H", "Br", "C", "C", "C", "C", "N", "C", "H", "H", "H", "H"], "coordinates": [[2.409, -1.312, -1.553], [1.474, 0.604, -2.552], [3.390, -1.371, -2.533], [2.377, 0.535, -3.602], [3.366, -0.450, -3.577], [4.132, -2.166, -2.468], [2.300, 1.264, -4.411], [4.100, -0.497, -4.376], [1.537, -0.286, -1.528], [0.535, -2.477, 0.204], [0.092, 2.437, -0.803], [2.255, -2.386, -0.486], [2.529, -3.369, -0.905], [2.959, -2.192, 0.343], [-1.442, -0.546, 1.194], [-2.314, -0.790, 1.947], [0.359, 1.602, -2.480], [0.388, 2.353, -3.278], [-1.540, 3.411, -0.827], [1.535, 3.633, -0.697], [-0.397, -3.561, -1.044], [0.734, -3.374, 1.843], [-2.654, 2.543, -0.209], [-2.451, 2.312, 0.846], [-3.596, 3.111, -0.259], [-2.803, 1.598, -0.741], [-1.474, 4.698, 0.012], [-1.177, 4.493, 1.048], [-0.814, 5.461, -0.416], [-2.486, 5.134, 0.039], [-1.908, 3.747, -2.274], [-2.821, 4.362, -2.265], [-1.128, 4.326, -2.788], [-2.122, 2.838, -2.851], [1.578, 4.218, 0.733], [1.275, 3.472, 1.483], [2.610, 4.515, 0.967], [0.949, 5.107, 0.848], [2.852, 2.882, -0.935], [2.990, 2.070, -0.213], [2.921, 2.474, -1.948], [3.679, 3.595, -0.798], [1.404, 4.728, -1.774], [1.089, 4.331, -2.750], [0.731, 5.541, -1.484], [2.401, 5.173, -1.924], [-0.655, -3.782, 2.363], [-0.521, -4.232, 3.358], [-1.322, -2.918, 2.469], [-1.148, -4.528, 1.728], [1.374, -2.420, 2.865], [2.389, -2.124, 2.573], [0.779, -1.514, 3.025], [1.445, -2.951, 3.827], [1.647, -4.607, 1.721], [2.585, -4.385, 1.197], [1.904, -4.935, 2.739], [1.159, -5.453, 1.229], [0.041, -3.190, -2.467], [1.074, -3.492, -2.680], [-0.614, -3.712, -3.183], [-0.055, -2.115, -2.651], [-1.901, -3.256, -0.890], [-2.137, -2.225, -1.194], [-2.455, -3.946, -1.549], [-2.260, -3.407, 0.136], [-0.143, -5.062, -0.851], [0.925, -5.310, -0.910], [-0.569, -5.454, 0.080], [-0.644, -5.594, -1.677], [-0.047, -0.057, -0.081], [-1.365, -0.035, -1.612], [-1.098, 0.575, -2.662], [-1.755, 0.474, -4.048], [-1.226, 1.494, -5.051], [-1.410, -0.908, -4.596], [-3.275, 0.620, -3.847], [-1.416, 2.527, -4.743], [-0.152, 1.359, -5.223], [-1.741, 1.335, -6.008], [-1.797, -1.691, -3.933], [-1.861, -1.044, -5.587], [-0.323, -1.026, -4.695], [-3.700, 1.328, -4.569], [-3.756, -0.354, -3.991], [-3.527, 0.963, -2.837], [0.377, 2.576, 5.212], [1.275, 1.720, 3.761], [2.650, 1.509, 3.814], [3.264, 0.935, 2.700], [2.499, 0.576, 1.595], [1.152, 0.736, 1.576], [0.534, 1.320, 2.647], [3.211, 1.794, 4.696], [4.336, 0.753, 2.667], [2.968, 0.142, 0.708], [-0.543, 1.459, 2.595]], "forces_ev_per_a": [[0.2678, -0.1968, 0.1141], [-0.0507, 0.3427, 0.1707], [-0.1065, -0.2802, 0.1867], [-0.0903, -0.0206, -0.0188], [-0.0897, 0.2247, 0.0204], [-0.1411, 0.1879, -0.2449], [0.1255, -0.2812, 0.1990], [-0.0863, -0.0324, 0.1465], [-0.7851, -0.3922, 0.3918], [0.5032, -1.8074, -0.1784], [-0.0524, -0.1235, -0.6562], [0.4957, 0.3725, -0.0661], [-0.1154, 0.3289, 0.1796], [-0.2367, -0.1063, -0.2231], [-8.0175, -2.9470, 7.3024], [4.8756, 1.4901, -4.3592], [-2.1646, -0.6529, -0.6073], [0.1875, -0.3814, 0.0913], [-0.2301, -0.2115, -0.1156], [0.0210, 0.0510, 0.2000], [-0.3895, 0.1059, -0.0766], [-0.1522, 0.0666, 0.2793], [-0.0723, -0.1009, -0.1295], [-0.0494, 0.1533, -0.0447], [0.2864, -0.2431, 0.1145], [-0.0730, 0.2443, 0.0562], [0.1191, 0.1471, 0.0853], [-0.0885, 0.1194, -0.1986], [-0.2532, -0.2791, 0.2120], [0.2916, -0.2122, -0.0315], [-0.1525, 0.1379, -0.1563], [0.2498, -0.1997, -0.0481], [-0.2384, -0.1467, 0.1290], [-0.0146, 0.3403, 0.1574], [0.1051, 0.1481, 0.1064], [0.1111, 0.2624, -0.1157], [-0.2679, -0.0362, -0.0626], [0.1721, -0.2994, -0.0048], [0.0463, -0.1356, -0.0671], [0.0510, 0.1914, -0.2103], [0.1004, 0.1802, 0.2249], [-0.2320, -0.2214, -0.0635], [0.2383, 0.1766, -0.0915], [0.1440, 0.1483, 0.2507], [0.1823, -0.2892, -0.1633], [-0.3151, -0.0766, 0.0557], [-0.0260, -0.1393, 0.0492], [-0.1046, 0.1495, -0.2727], [0.1131, -0.2860, 0.1086], [0.1424, 0.2388, 0.2361], [0.0769, 0.0784, -0.0024], [-0.1475, -0.0681, 0.1001], [0.0285, -0.1008, 0.0391], [-0.0078, 0.2122, -0.3074], [0.0524, -0.2060, -0.0721], [-0.1479, -0.1094, 0.2030], [-0.0428, 0.1304, -0.2579], [0.1886, 0.2694, 0.1686], [0.0918, 0.2197, -0.0334], [-0.2210, -0.0133, 0.0164], [0.2196, 0.1440, 0.2519], [0.0120, -0.2732, -0.0399], [-0.1342, -0.0098, -0.0821], [0.0222, -0.4297, 0.0351], [0.1135, 0.2691, 0.2839], [0.0359, -0.0782, -0.2347], [0.0394, -0.1536, 0.0159], [-0.2922, -0.0036, 0.0276], [0.1847, 0.0859, -0.3250], [0.1387, 0.2261, 0.2058], [1.8772, 2.3741, -4.8766], [2.1014, 0.4149, 2.5199], [1.8966, 1.6415, -1.1121], [0.0801, 0.2756, 0.3121], [0.0756, 0.2585, -0.0991], [0.0614, -0.5964, 0.1216], [-0.4109, -0.1508, 0.0455], [0.0527, -0.1364, -0.1342], [-0.1685, 0.0539, -0.0708], [0.1733, 0.0558, 0.2711], [0.0658, 0.1216, -0.2131], [0.0805, 0.1251, 0.2271], [-0.1577, -0.0738, -0.0610], [0.0823, -0.1923, 0.1743], [-0.0461, 0.2582, 0.0444], [-0.0661, -0.0107, -0.2604], [0.3414, -0.4057, -0.6570], [-0.8540, 0.2893, 0.3769], [-0.0280, -0.2170, -0.5603], [-0.0627, -0.0219, -0.0872], [-0.4597, 0.0139, 0.4379], [-0.0568, 0.0774, 0.5327], [1.2276, -0.3830, -0.2623], [0.0210, -0.0069, -0.0817], [-0.2081, 0.1191, 0.1039], [-0.2354, 0.1217, 0.3644], [0.1729, 0.0959, 0.0900]], "total_charge": 3, "homo_energy_ev": [-17.292, -17.289]}



(2)
{"formula": "C34H55N3O9S5", "method": "the ωB97M-V functional and the def2-TZVPD basis", "symbols": ["C", "C", "C", "C", "C", "C", "C", "C", "C", "C", "C", "C", "C", "C", "C", "N", "S", "N", "C", "C", "N", "C", "O", "H", "H", "H", "H", "H", "H", "H", "H", "H", "H", "H", "H", "H", "H", "H", "H", "H", "H", "H", "H", "H", "H", "H", "C", "C", "C", "S", "O", "O", "C", "H", "H", "H", "H", "H", "H", "H", "H", "C", "C", "C", "S", "O", "O", "C", "H", "H", "H", "H", "H", "H", "H", "H", "C", "C", "C", "S", "O", "O", "C", "H", "H", "H", "H", "H", "H", "H", "H", "C", "C", "C", "S", "O", "O", "C", "H", "H", "H", "H", "H", "H", "H", "H"], "coordinates": [[-1.839, -1.839, -0.609], [-0.916, -1.344, 0.297], [-0.530, 0.171, 0.522], [-0.105, 0.955, -0.769], [-0.450, 2.478, -0.851], [-1.205, 3.287, 0.271], [-2.494, 4.024, -0.359], [-3.886, 3.491, 0.247], [-5.012, 3.340, -0.861], [-4.683, 2.231, -1.965], [-5.798, 1.113, -2.112], [-5.673, 0.160, -0.850], [-6.476, -1.210, -1.079], [-0.026, 3.277, -2.033], [0.745, 2.714, -3.201], [1.215, 3.375, -4.336], [1.999, 2.146, -5.200], [1.764, 0.789, -4.245], [1.065, 1.223, -3.118], [0.633, 0.392, -1.907], [1.046, -1.026, -1.917], [0.367, -1.545, -2.848], [-0.335, -1.955, -3.687], [-2.857, -1.400, -0.790], [-1.548, -2.791, -1.155], [-0.413, -2.100, 0.981], [0.344, 0.228, 1.249], [-1.401, 0.650, 1.081], [-0.508, 4.132, 0.586], [-1.427, 2.707, 1.207], [-2.555, 3.910, -1.478], [-2.406, 5.142, -0.160], [-3.763, 2.561, 0.876], [-4.227, 4.306, 0.969], [-6.013, 3.139, -0.354], [-5.096, 4.342, -1.398], [-3.645, 1.831, -1.780], [-4.641, 2.776, -2.964], [-6.835, 1.569, -2.199], [-5.580, 0.509, -3.040], [-4.556, -0.024, -0.711], [-6.007, 0.730, 0.063], [-7.186, -1.039, -1.952], [-7.089, -1.386, -0.138], [-5.788, -2.088, -1.270], [-0.276, 4.381, -2.062], [5.234, -2.536, -4.559], [4.759, -1.210, -3.959], [5.730, -0.839, -2.836], [7.302, -1.579, -3.270], [7.618, -2.594, -2.295], [8.237, -0.537, -3.629], [6.737, -2.383, -4.761], [4.725, -2.763, -5.498], [5.032, -3.352, -3.859], [4.775, -0.435, -4.731], [3.735, -1.279, -3.587], [5.851, 0.242, -2.748], [5.414, -1.256, -1.879], [7.253, -3.334, -4.889], [6.956, -1.721, -5.601], [7.951, 4.165, -5.382], [9.028, 3.522, -4.503], [8.619, 3.737, -3.044], [6.831, 3.848, -3.036], [6.454, 5.181, -2.634], [6.284, 2.670, -2.404], [6.618, 3.706, -4.803], [8.054, 3.874, -6.428], [8.029, 5.255, -5.324], [9.080, 2.450, -4.716], [10.015, 3.943, -4.701], [8.931, 2.907, -2.411], [9.016, 4.674, -2.650], [5.776, 4.318, -5.125], [6.430, 2.655, -5.033], [-3.694, -1.100, 5.502], [-2.635, -1.162, 4.397], [-3.369, -1.088, 3.056], [-4.872, -0.175, 3.356], [-5.994, -1.058, 3.153], [-4.774, 1.112, 2.705], [-4.629, 0.040, 5.111], [-3.248, -0.933, 6.483], [-4.246, -2.041, 5.539], [-1.957, -0.308, 4.494], [-2.031, -2.069, 4.466], [-2.781, -0.568, 2.301], [-3.642, -2.080, 2.695], [-5.588, 0.007, 5.626], [-4.152, 1.010, 5.265], [-1.273, -5.820, 7.962], [-1.544, -5.706, 6.459], [-3.051, -5.511, 6.277], [-3.636, -4.706, 7.768], [-4.517, -5.610, 8.463], [-4.016, -3.348, 7.458], [-2.062, -4.688, 8.611], [-0.209, -5.747, 8.189], [-1.633, -6.785, 8.330], [-1.009, -4.840, 6.058], [-1.193, -6.587, 5.918], [-3.276, -4.882, 5.416], [-3.570, -6.466, 6.185], [-2.212, -4.827, 9.681], [-1.592, -3.722, 8.420]], "forces_ev_per_a": [[0.8687, -0.0243, 1.0072], [-0.5353, -0.2690, -0.4508], [-0.4832, -0.5755, 0.6698], [0.6380, 1.4593, -2.4443], [1.6749, 0.1361, -2.6794], [0.4550, 0.9045, -1.0633], [-0.6776, -0.2770, 0.5857], [-0.1286, 1.1015, 0.1590], [0.2887, 0.0796, 0.0528], [-0.7628, 1.1210, -0.7387], [1.2131, -0.1352, 0.8362], [0.0909, -0.0825, -0.7456], [-0.1875, 1.0565, 0.7074], [-0.1876, -1.4872, 1.2697], [-0.2655, -0.9211, 1.0287], [-0.1193, -3.5321, 1.8658], [-1.2543, -0.1304, 1.9271], [-1.2034, 2.2903, 1.7203], [-0.0193, 1.2577, -0.5655], [-0.6195, 1.9228, 1.1918], [-1.6531, -0.0679, -2.0967], [0.0804, 0.8229, 0.6389], [1.1747, -0.0262, 1.0898], [1.6123, 0.2799, -0.7697], [-1.1496, 0.5771, 1.5040], [0.4109, 0.9383, -1.7066], [-1.0243, -0.2062, -0.8709], [1.0841, -0.0930, -1.0620], [-0.6661, -1.2380, -0.3182], [0.0252, 0.4493, -1.1553], [0.4225, -0.0429, 1.1405], [-0.1555, -1.4287, -0.2163], [-0.1085, 0.8031, -0.9004], [0.2572, -1.1629, -0.7284], [1.2390, 0.1841, -0.6549], [-0.0191, -1.1705, 0.7908], [-1.1431, -0.0066, -0.1856], [0.1422, -0.6624, 1.1188], [1.2484, -0.5108, 0.1180], [-0.3277, 0.6035, 0.8534], [-1.3926, 0.0751, -0.0888], [0.2175, -0.7917, -0.8428], [0.8759, -0.5263, 1.0855], [0.7076, -0.1749, -1.2830], [-0.8767, 1.0171, 0.1343], [0.3210, -1.5330, 0.1136], [-0.0939, -0.0187, 0.0569], [-0.1142, -0.0362, -0.0842], [-0.4570, 0.2985, 0.0632], [-0.1822, 0.2085, -0.1073], [0.2475, 0.1770, -0.0701], [0.1688, -0.2102, 0.2145], [-0.2117, -0.2864, -0.3331], [0.0404, -0.0100, 0.0575], [0.0463, 0.0158, -0.0635], [-0.0223, -0.0434, 0.0477], [0.0698, 0.0910, -0.0361], [0.1679, -0.1050, 0.1227], [0.1549, -0.0304, -0.0478], [0.1271, 0.1184, 0.1005], [0.0481, -0.0070, 0.0894], [0.1095, 0.1082, -0.0102], [0.0854, -0.1473, -0.1563], [0.5558, -0.0749, -0.0135], [0.0619, -0.1962, -0.1260], [-0.1177, -0.2208, 0.1406], [-0.1830, 0.2786, 0.1480], [-0.0105, 0.0366, -0.4746], [-0.0232, 0.0290, 0.0629], [-0.0633, -0.0554, -0.0286], [-0.0258, 0.0609, 0.0492], [-0.0658, -0.0314, 0.0410], [-0.1719, 0.0913, 0.0610], [-0.1731, -0.0229, 0.0241], [-0.0382, -0.0423, 0.1952], [-0.0013, 0.0394, 0.0958], [-0.0129, -0.0482, -0.1551], [0.1098, 0.0914, 0.1334], [0.5673, -0.3291, -0.0702], [0.0164, 0.1763, 0.2313], [-0.0018, 0.2638, -0.2048], [-0.2852, -0.1694, -0.1400], [0.1377, -0.0250, 0.4232], [-0.1009, -0.0735, -0.0460], [0.0222, 0.1351, 0.0823], [-0.0291, -0.0477, -0.0214], [-0.0242, 0.0566, -0.0254], [-0.2182, -0.0674, -0.0718], [-0.1011, 0.1229, -0.0410], [-0.0287, 0.0359, -0.1735], [-0.0790, -0.0118, -0.0946], [0.0131, -0.1283, -0.0201], [0.1618, 0.0123, -0.0564], [0.2249, -0.2132, -0.4551], [0.1096, 0.0705, 0.0779], [-0.0703, 0.2579, -0.0874], [-0.2165, -0.2916, 0.2284], [0.4137, -0.0862, 0.1764], [-0.0758, -0.0110, 0.0063], [0.0260, 0.0740, 0.0234], [-0.0288, -0.0471, 0.0373], [-0.0376, 0.0772, 0.0151], [-0.1737, -0.0207, 0.1318], [-0.0679, 0.1166, 0.1005], [-0.1695, 0.0827, -0.0727], [-0.0978, -0.0210, 0.0070]], "total_charge": 0, "homo_energy_ev": -8.561}